# 1
ORCA calculation (wB97M-V/def2-TZVPD) on a 7-piece molecular cluster, C19H30NO20S overall.

The geometry in XYZ format:
```
71
Properties=species:S:1:pos:R:3:forces:R:3
N 2.674 0.761 -1.649 -0.55 0.13 -0.34
C 1.637 1.751 -1.233 0.33 -0.26 0.05
S 0.038 0.994 -1.495 0.53 -0.20 0.50
O -0.156 0.884 -2.891 0.02 -0.32 -1.25
O -0.894 1.622 -0.644 -0.75 0.63 0.68
H 2.874 0.033 -0.901 0.76 -0.18 0.10
H 3.559 1.206 -1.897 0.04 0.01 0.19
H 2.353 0.247 -2.476 0.10 0.11 -0.11
H 1.735 2.642 -1.844 -0.25 0.18 0.07
H 1.703 1.963 -0.171 0.31 0.13 0.04
H 0.316 -0.229 -0.988 -0.01 -0.25 0.00
C 2.093 -2.899 2.254 -0.32 0.16 -0.14
C 1.236 -3.015 1.003 3.11 2.24 1.43
O 1.768 -1.922 0.200 0.47 0.73 0.04
C 3.014 -1.674 0.619 -0.35 -0.20 -0.12
O 3.759 -0.931 0.004 -0.12 0.23 0.10
O 3.314 -2.300 1.727 0.19 -0.01 0.07
H 2.320 -3.849 2.723 0.17 -0.02 -0.06
H 1.671 -2.222 2.989 0.09 0.07 0.07
H 1.389 -3.941 0.452 1.88 1.46 0.36
H 0.177 -2.868 1.182 1.06 1.34 0.38
C 0.879 -3.202 7.422 0.11 0.03 -0.04
C 1.937 -2.508 6.574 -0.20 -0.04 0.07
O 1.320 -2.523 5.275 0.20 0.02 0.18
C -0.025 -2.628 5.432 0.16 0.03 -0.11
O -0.795 -2.497 4.534 -0.07 0.00 -0.05
O -0.330 -2.895 6.708 -0.04 -0.03 0.07
H 0.810 -2.826 8.437 -0.09 0.07 -0.01
H 1.003 -4.284 7.441 0.01 -0.02 -0.02
H 2.098 -1.472 6.870 -0.01 0.02 0.02
H 2.888 -3.031 6.539 -0.02 -0.06 -0.09
C -3.045 -1.176 1.139 0.14 -0.08 -0.07
C -3.077 0.324 1.333 0.02 0.15 0.16
O -4.361 0.529 1.929 -0.02 -0.21 0.01
C -4.758 -0.631 2.518 0.20 0.15 -0.03
O -5.699 -0.756 3.222 -0.03 -0.03 -0.02
O -3.898 -1.639 2.181 -0.11 -0.05 -0.10
H -2.049 -1.596 1.267 0.00 -0.08 0.14
H -3.447 -1.491 0.173 -0.07 0.05 -0.03
H -2.308 0.647 2.038 -0.01 0.03 0.01
H -2.991 0.901 0.420 -0.15 0.03 -0.04
C -3.411 -4.976 0.868 -0.26 0.18 -0.23
C -3.220 -5.191 -0.624 -0.13 -0.03 0.18
O -1.915 -4.623 -0.836 0.35 0.13 0.13
C -1.244 -4.628 0.336 -2.13 -0.91 -0.31
O -0.097 -4.319 0.456 -5.20 -5.35 -1.81
O -2.057 -4.983 1.348 0.46 0.11 -0.12
H -4.000 -5.748 1.351 0.19 -0.08 0.11
H -3.840 -3.999 1.093 -0.05 -0.03 0.05
H -3.202 -6.245 -0.900 0.10 0.00 -0.01
H -3.945 -4.669 -1.241 0.05 0.08 -0.01
C 1.509 6.228 -1.242 0.04 -0.05 -0.16
C 1.823 6.160 -2.729 -0.16 0.08 0.08
O 3.252 6.251 -2.740 -0.01 0.02 0.00
C 3.723 5.822 -1.550 -0.07 -0.08 0.01
O 4.858 5.577 -1.308 0.01 -0.04 -0.01
O 2.701 5.665 -0.665 -0.16 -0.01 -0.04
H 0.643 5.640 -0.950 0.04 -0.07 0.05
H 1.383 7.249 -0.887 0.07 0.03 0.00
H 1.534 5.208 -3.182 -0.06 -0.01 0.02
H 1.383 6.967 -3.306 0.12 0.05 -0.05
C -0.314 2.940 -6.905 0.02 0.05 0.12
C -0.989 2.805 -5.550 -0.04 -0.02 -0.12
O -0.856 4.128 -5.010 0.09 -0.10 -0.04
C -0.691 5.000 -6.043 0.04 -0.07 -0.03
O -0.693 6.179 -5.932 0.02 0.07 0.09
O -0.511 4.327 -7.200 -0.02 -0.05 -0.01
H -0.757 2.326 -7.683 -0.08 0.09 -0.06
H 0.759 2.748 -6.860 0.01 -0.02 0.02
H -2.050 2.569 -5.640 -0.02 0.01 0.00
H -0.512 2.091 -4.888 0.01 0.05 0.03
```
Forces are in eV/Å.

## Properties
Gap between HOMO and LUMO   0.3666 Eh
Molecular weight   624.50 g mol⁻¹
HOMO energy   -13.023 eV
Total charge   +1
Total energy   -73455.393 eV

# 2
ORCA calculation (wB97M-V/def2-TZVPD) on a 3-piece molecular cluster, C19H30NO6 overall.

The geometry in XYZ format:
```
56
Properties=species:S:1:pos:R:3:forces:R:3
C -1.219 -2.948 0.320 -0.06 0.06 -0.07
C -0.339 -4.106 -0.135 0.07 -0.01 0.01
C 1.136 -3.762 -0.331 -0.05 0.01 0.00
C 1.548 -3.389 -1.761 -0.17 0.24 0.03
C 2.096 -1.979 -1.945 0.02 0.01 0.12
C 1.152 -0.824 -1.909 -0.65 0.01 -0.14
N -0.157 -1.083 -2.123 0.24 0.28 0.13
C -1.130 -0.157 -2.173 0.49 0.43 0.05
C -0.778 1.163 -2.027 -0.22 -0.46 -0.03
C 0.554 1.483 -1.821 0.02 -0.30 0.02
C 1.541 0.509 -1.747 -0.11 0.08 -0.04
C 2.994 0.862 -1.602 -0.02 -0.01 0.02
C 3.360 2.295 -1.236 -0.17 0.07 0.25
C 2.777 2.823 0.096 0.37 -0.04 -0.99
H -2.151 -2.896 -0.228 -0.31 -0.01 -0.15
H -1.487 -3.048 1.361 -0.05 0.05 0.33
H -0.724 -1.992 0.210 0.14 0.30 0.05
H -0.723 -4.534 -1.054 -0.10 -0.18 -0.26
H -0.409 -4.896 0.599 -0.05 -0.26 0.16
H 1.728 -4.620 -0.040 0.19 -0.14 0.16
H 1.400 -2.951 0.344 0.13 0.12 0.24
H 0.725 -3.599 -2.440 -0.17 -0.03 -0.31
H 2.335 -4.053 -2.084 0.23 -0.20 -0.16
H 2.833 -1.804 -1.172 0.33 0.04 0.16
H 2.632 -1.911 -2.888 0.17 0.04 -0.23
H -0.424 -2.052 -2.224 -0.01 -0.19 0.00
H -2.131 -0.507 -2.331 -0.27 -0.11 -0.03
H -1.533 1.923 -2.074 -0.18 0.18 -0.02
H 0.825 2.515 -1.722 0.13 0.33 0.06
H 3.456 0.196 -0.882 0.06 -0.23 0.23
H 3.454 0.623 -2.558 0.24 -0.10 -0.20
H 3.120 2.952 -2.062 -0.14 0.25 -0.21
H 4.439 2.311 -1.170 0.32 0.01 -0.06
H 2.313 2.026 0.632 -0.36 -0.47 0.55
H 2.039 3.594 -0.073 -0.27 0.21 0.04
H 3.558 3.252 0.703 0.20 0.13 0.24
C -4.605 3.346 0.669 0.01 -0.12 0.02
C -4.009 1.973 0.402 0.07 0.08 0.05
O -5.162 1.134 0.426 0.02 -0.16 -0.01
C -6.262 1.884 0.147 0.31 0.10 0.04
O -7.338 1.449 -0.074 -0.17 -0.07 -0.04
O -5.931 3.197 0.152 -0.07 0.15 0.00
H -4.104 4.161 0.154 -0.05 -0.01 -0.07
H -4.662 3.567 1.735 -0.01 -0.01 0.02
H -3.561 1.908 -0.595 0.00 0.06 0.01
H -3.291 1.646 1.149 -0.07 -0.03 0.01
C 1.108 -0.319 4.197 0.03 0.06 -0.09
C 1.967 0.713 3.484 -0.12 -0.02 0.05
O 1.082 1.157 2.438 0.23 0.00 0.01
C -0.192 0.923 2.821 0.03 -0.11 -0.01
O -1.150 1.328 2.242 -0.06 0.04 -0.13
O -0.218 0.158 3.921 -0.05 -0.12 0.18
H 1.263 -0.364 5.270 -0.06 0.06 0.03
H 1.211 -1.318 3.769 0.00 0.02 0.01
H 2.209 1.567 4.116 0.00 0.00 0.02
H 2.877 0.311 3.048 -0.04 -0.01 -0.08
```
Forces are in eV/Å.

## Properties
Gap between HOMO and LUMO   0.3249 Eh
Molecular weight   368.45 g mol⁻¹
HOMO energy   -12.715 eV
ΔE to the lowest compared entry with this formula, charge and spin   0.000 eV
Total charge   +1
Total energy   -33959.104 eV